# 1
The following is a quantum chemistry calculation of one molecule with the formula C25H24N2O3S, from the OMol25 dataset.

HOMO-LUMO gap in eV: 8.89
Structure (SMILES): O=C(Nc1ccccc1C(=O)N1CCOCC1)c1ccc(CSc2ccccc2)cc1
Energy relative to the best compared isomer or geometry (same formula, charge and spin) in kcal per mole: 2.8
LUMO in eV: 0.449
Total energy in Ha: -1700.52065
HOMO energy in Ha: -0.3101

Element x y z (Å)
O -3.3908 -0.6676 2.2033
C -2.4779 -0.5087 1.4209
N -2.3991 0.6097 0.6440
C -1.5208 0.8918 -0.4024
C -1.1195 -0.0825 -1.3138
C -0.2597 0.2384 -2.3461
C 0.1949 1.5382 -2.5022
C -0.2077 2.5171 -1.6124
C -1.0483 2.2030 -0.5514
C -1.5375 3.2623 0.3835
O -2.7322 3.4745 0.5252
N -0.5943 3.9838 1.0315
C 0.7874 3.5959 1.2047
C 1.0046 3.1739 2.6667
O 0.6416 4.2015 3.5539
C -0.7170 4.5523 3.3971
C -1.0019 5.0163 1.9661
C -1.3539 -1.4819 1.2885
C -0.0279 -1.0620 1.3368
C 0.9937 -1.9811 1.2180
C 0.7140 -3.3324 1.0463
C 1.8274 -4.3125 0.8595
S 3.0472 -3.7537 -0.3904
C 2.0776 -3.4164 -1.8312
C 2.6562 -2.5855 -2.7861
C 1.9794 -2.2978 -3.9545
C 0.7153 -2.8234 -4.1755
C 0.1427 -3.6494 -3.2239
C 0.8206 -3.9569 -2.0573
C -0.6101 -3.7531 1.0435
C -1.6366 -2.8372 1.1759
H -3.0589 1.3512 0.8647
H -1.4963 -1.0888 -1.2208
H 0.0440 -0.5301 -3.0401
H 0.8527 1.7891 -3.3197
H 0.1232 3.5379 -1.7382
H 1.0424 2.7737 0.5370
H 1.4253 4.4583 0.9816
H 2.0589 2.9633 2.8530
H 0.4096 2.2695 2.8746
H -0.9098 5.3542 4.1104
H -1.3573 3.6897 3.6354
H -2.0672 5.2017 1.8256
H -0.4312 5.9253 1.7508
H 0.2062 -0.0156 1.4707
H 2.0225 -1.6526 1.2411
H 2.4296 -4.4015 1.7660
H 1.4641 -5.3025 0.5833
H 3.6385 -2.1775 -2.6022
H 2.4366 -1.6555 -4.6927
H 0.1818 -2.5933 -5.0858
H -0.8386 -4.0686 -3.3907
H 0.3645 -4.6192 -1.3404
H -0.8416 -4.8043 0.9425
H -2.6664 -3.1608 1.1758

***

# 2
The following is a quantum chemistry calculation of one molecule with the formula C25H24N4O4, from the OMol25 dataset.

HOMO-LUMO gap in eV: 8.34
Structure (SMILES): CCOc1ccc(NC(=O)C[C@H]2C(=O)N(c3ccccc3)C(=O)N2Cc2ccccn2)cc1
Energy relative to the best compared isomer or geometry (same formula, charge and spin) in kcal per mole: 0.0
LUMO in eV: 0.637
Total energy in Ha: -1487.13356
HOMO energy in Ha: -0.2831

Element x y z (Å)
C 5.6997 2.7814 -6.8265
C 5.3503 2.2464 -5.4465
O 3.9516 2.0507 -5.4036
C 3.3898 1.5645 -4.2622
C 4.0811 1.2412 -3.1007
C 3.4075 0.7516 -1.9942
C 2.0308 0.5766 -2.0290
N 1.2856 0.0835 -0.9501
C 1.7130 -0.2501 0.2877
O 2.8558 -0.1835 0.6870
C 0.5812 -0.7444 1.1973
C -0.5300 0.3060 1.3818
C -1.6744 0.1085 0.3941
O -1.5764 0.0702 -0.8128
N -2.8057 -0.0654 1.1264
C -4.1010 -0.2866 0.5930
C -4.5146 0.4198 -0.5288
C -5.7776 0.1964 -1.0463
C -6.6285 -0.7153 -0.4446
C -6.2115 -1.4121 0.6768
C -4.9463 -1.2076 1.1973
C -2.5376 -0.0007 2.5172
O -3.3551 -0.0967 3.3951
N -1.2132 0.2175 2.6470
C -0.5726 0.3587 3.9385
C -0.3505 -0.9902 4.5830
C -1.3129 -1.5634 5.4054
C -1.0595 -2.8162 5.9407
C 0.1383 -3.4453 5.6390
C 1.0279 -2.7914 4.8004
N 0.7896 -1.5989 4.2852
C 1.3357 0.9015 -3.1944
C 2.0045 1.3880 -4.2940
H 5.3932 2.0696 -7.5880
H 5.1812 3.7200 -7.0022
H 6.7711 2.9451 -6.9000
H 5.8708 1.2952 -5.2659
H 5.6556 2.9654 -4.6730
H 5.1507 1.3639 -3.0381
H 3.9541 0.5043 -1.0999
H 0.2879 0.0049 -1.1411
H 1.0210 -0.9744 2.1716
H 0.1635 -1.6649 0.7825
H -0.0995 1.3108 1.2571
H -3.8506 1.1305 -0.9941
H -6.0983 0.7428 -1.9203
H -7.6154 -0.8821 -0.8491
H -6.8715 -2.1240 1.1489
H -4.6195 -1.7466 2.0717
H 0.3858 0.8571 3.7882
H -1.2221 0.9687 4.5727
H -2.2369 -1.0434 5.6021
H -1.7853 -3.2930 6.5832
H 0.3747 -4.4187 6.0394
H 1.9745 -3.2353 4.5224
H 0.2640 0.7679 -3.2281
H 1.4757 1.6413 -5.1991

***

# 3
The following is a quantum chemistry calculation of a 2-piece molecular cluster, C25H24NO4S overall at a distorted geometry, from the OMol25 dataset.

Net charge: -1
HOMO-LUMO gap in eV: 5.39
Energy relative to the best compared isomer or geometry (same formula, charge and spin) in kcal per mole: 60.1
LUMO in eV: 2.611
Total energy in Ha: -1720.90885
HOMO energy in Ha: -0.1020

Element x y z (Å)
C 2.1669 0.1102 -6.5585
C 2.0406 1.4705 -6.2486
C 1.1647 1.8777 -5.2373
C 0.4382 0.9235 -4.5221
S -0.6716 1.4326 -3.1748
C 0.2970 1.0717 -1.7325
C -0.1149 1.1475 -0.4541
O -0.8307 2.8572 -3.3439
O -1.8192 0.5548 -3.2155
C 0.5460 -0.4294 -4.8404
C 1.4199 -0.8414 -5.8503
H 2.8383 -0.2087 -7.3577
H 2.6171 2.2184 -6.7976
H 1.0456 2.9319 -5.0026
H 1.3550 0.9054 -1.9654
H 0.6654 1.4687 0.2284
H -1.1766 1.0576 -0.2196
H -0.0561 -1.1533 -4.2971
H 1.5071 -1.9038 -6.0873
C 3.3903 4.0841 2.6285
C 3.3089 2.8617 1.7536
O 2.5610 1.8510 2.4729
C 2.1962 0.7957 1.6893
C 0.8543 0.2857 2.0801
N 0.4106 -0.8644 1.6981
C -0.8124 -1.3543 1.8730
C -1.0108 -2.7358 1.4594
C -2.2970 -3.2613 1.2247
C -2.4584 -4.6125 0.9359
C -1.3353 -5.4429 0.8244
C -0.0444 -4.9092 0.9751
C 0.1187 -3.5514 1.2661
C -1.8792 -0.5595 2.5047
C -2.8517 -1.1466 3.3552
C -3.7967 -0.3559 4.0077
C -3.7582 1.0399 3.8866
C -2.8062 1.6377 3.0530
C -1.8965 0.8378 2.3656
O 2.8667 0.3737 0.7607
H 3.8958 4.8708 2.0707
H 2.4008 4.4459 2.9173
H 3.9674 3.8875 3.5344
H 2.7973 3.0989 0.8077
H 4.3025 2.4505 1.5403
H 0.3847 0.8905 2.8898
H -3.1566 -2.5988 1.2761
H -3.4605 -5.0147 0.7993
H -1.4631 -6.5035 0.6036
H 0.8358 -5.5450 0.8668
H 1.1112 -3.1133 1.3647
H -2.8477 -2.2252 3.5031
H -4.5701 -0.8281 4.6155
H -4.4647 1.6657 4.4304
H -2.7554 2.7238 2.9207
H -1.1699 1.3307 1.7220

***

# 4
The following is a quantum chemistry calculation of C25H25Br2I2N4O2Ru as an isolated structure at a distorted geometry, from the OMol25 dataset.

Net charge: +2
Multiplicity: 6
HOMO-LUMO gap (spin up / spin down) in eV: 8.75 / 6.31
Energy relative to the best compared isomer or geometry (same formula, charge and spin) in kcal per mole: 0.0
LUMO (spin up / spin down) in eV: -4.590 / -7.649
Total energy in Ha: -7174.85121
HOMO energy (spin up / spin down) in Ha: -0.4904 / -0.5130
<S²>: 8.786

Element x y z (Å)
Ru 0.1616 1.0639 -0.2587
I 6.0002 0.7584 -5.6199
C 4.2121 0.6891 -4.6332
C 3.1480 -0.1177 -5.0578
C 1.9872 -0.1527 -4.3570
I 0.5383 -1.4548 -5.1066
C 1.8470 0.5019 -3.0600
O 0.8700 0.3181 -2.3114
C 2.9714 1.3071 -2.6244
C 3.0680 2.0056 -1.2659
N 1.8163 2.6792 -0.9190
C 2.0170 3.7874 0.0481
C 0.6849 4.1113 0.6710
C 0.3244 5.4141 1.0179
C -0.9410 5.6144 1.5744
C -1.8089 4.5896 1.7376
C -1.3204 3.3482 1.4510
N -0.1124 3.0786 0.8804
C 4.0648 1.4020 -3.3855
H 3.2723 -0.7500 -5.9774
H 3.8855 2.7636 -1.4259
H 3.3498 1.4021 -0.4124
H 1.4751 3.0682 -1.8220
H 2.5366 4.6399 -0.4480
H 2.7574 3.4329 0.7615
H 1.0207 6.1460 0.8816
H -1.2881 6.5992 1.7801
H -2.7966 4.6976 2.1492
H -1.8754 2.4541 1.6483
H 4.9411 1.9601 -2.9992
Br -0.9374 2.8399 -3.2154
C -2.0120 1.2648 -3.2903
Br -2.5202 0.7142 -1.5672
H -1.6046 0.3397 -3.7325
H -2.9418 1.4190 -3.8423
C -1.1216 -4.9874 2.6189
N -0.4283 -3.8500 2.0125
N -1.0161 -2.7599 1.4973
C -0.0828 -1.9095 1.0134
O -0.4071 -0.7201 0.6042
C 1.1486 -2.5755 1.1319
C 0.9232 -3.7584 1.8016
C 1.8878 -4.8580 2.1380
C -2.3435 -2.4702 1.8117
C -2.6267 -1.9197 3.0544
C -3.9422 -1.6206 3.3937
C -4.9590 -1.8696 2.4565
C -4.6093 -2.3435 1.2253
C -3.3188 -2.5873 0.8596
H -1.6197 -4.8053 3.5729
H -0.3479 -5.8115 2.7193
H -1.8973 -5.4088 2.0266
H 2.1098 -2.1069 0.9361
H 3.0233 -4.5963 2.0046
H 1.6752 -5.6851 1.4378
H 1.7407 -5.2620 3.1137
H -1.8593 -1.5811 3.7111
H -4.1850 -1.2252 4.3696
H -5.9930 -1.6608 2.7579
H -5.4207 -2.5503 0.5506
H -3.1211 -3.0118 -0.0880